A cluster of 17 separate species, C44H67N16O10P in total. Source: the OMol25 dataset; level of theory: ωB97M-V/def2-TZVPD.

Properties
lowest unoccupied orbital energy	-0.087	eV
orbital gap	9.072	eV
energy	-100297.946	eV
molecular weight	1011.1	g/mol
charge	0

XYZ file:
```
138
C44H67N16O10P | the OMol25 dataset | ωB97M-V/def2-TZVPD
H -5.567 -2.446 0.531
H -2.517 12.643 -0.932
C 3.439 -3.639 -0.458
H 2.755 -4.759 -2.275
N -2.414 -7.203 2.855
O 7.146 -5.427 -3.440
H 1.641 -2.936 -2.704
C 1.952 -0.654 -2.225
N -5.132 0.823 0.891
N -1.370 9.995 0.704
C -4.868 -1.797 -0.004
O 4.746 -5.588 1.545
C -8.957 -4.818 -1.656
H 6.315 4.684 2.416
C -8.777 -4.323 -3.082
C -2.814 -0.735 7.148
H -8.422 -2.690 2.943
H 4.997 6.390 0.501
H -3.848 -2.150 0.173
H -2.533 -1.487 9.147
C 2.945 7.036 0.388
H -6.024 -7.652 -0.415
H 4.735 -6.263 -2.891
H -5.438 -6.441 0.751
C 0.763 0.195 -2.972
H 3.817 5.068 0.326
H 5.913 3.059 3.024
H 0.307 -2.122 -1.651
H 1.529 4.401 -2.704
H -6.210 3.211 1.119
C 5.642 3.308 0.901
C 3.816 -4.443 -1.833
H 1.244 -3.259 0.209
H 2.927 -0.635 -2.879
C 4.701 -5.820 -1.784
N 2.014 7.826 0.701
C -2.148 10.867 0.229
O 4.622 -2.751 -0.311
H 2.413 -1.718 0.221
H -2.040 1.203 2.660
H -3.597 12.442 0.469
H -2.281 -0.258 1.672
C -1.908 0.769 1.665
H -8.373 -0.915 3.067
H 5.547 -4.999 1.417
C -5.220 15.654 -0.479
H 2.178 -0.075 -1.207
C -5.012 -0.365 0.485
C -2.446 -1.846 8.117
H -9.745 -4.039 -3.503
H 12.437 -5.147 -0.695
N -2.318 -2.725 1.260
N -3.119 0.188 6.344
H -9.887 -1.734 2.612
C 12.288 -5.158 0.388
C 1.274 3.647 -1.829
H -1.611 8.366 -1.281
N 0.568 6.523 -2.971
C 7.015 -5.113 -2.148
H -3.831 11.442 -0.986
N -3.765 14.529 -2.565
C -5.720 -5.689 -1.247
H 2.225 3.145 -1.350
H 5.765 -3.991 -5.226
C -6.182 5.318 0.675
N 5.038 3.055 -0.176
H -8.338 -5.112 -3.698
O 1.040 1.622 -3.319
H -7.436 3.730 -0.064
C 11.165 -4.205 0.766
N -5.570 6.410 0.520
H -5.945 16.371 -0.875
H -5.755 14.872 0.067
O 3.357 -3.330 2.464
H 8.889 -4.540 -0.944
N 10.233 -3.415 1.079
H -7.655 4.097 1.665
C -2.642 -2.801 2.477
H 4.080 -6.620 -1.154
C -0.436 0.784 1.284
N -6.025 -4.766 -2.051
H -1.422 6.866 -0.339
H -5.082 -1.849 -1.075
H 5.924 -2.896 -6.620
C -5.352 -6.800 -0.278
H -0.213 8.166 -0.197
N -9.106 -5.229 -0.473
C 1.488 -2.205 -1.804
O 2.033 -5.441 1.408
H 5.556 -4.618 -6.879
N 2.663 -3.198 -6.093
H 7.442 -3.304 -0.715
C 0.227 2.522 -2.487
H 0.847 -6.901 2.329
C -0.887 7.649 -0.885
O 6.045 -5.684 -1.201
O 4.390 -3.317 -2.642
H 4.217 6.094 -1.073
H -8.114 -3.453 -3.093
C -0.091 7.033 -2.025
P 3.357 -4.592 1.213
C -1.180 -7.458 2.796
C 4.988 -2.336 -1.683
H -2.486 1.353 0.942
N 0.784 0.796 0.968
O -0.442 -0.268 -3.327
H 0.688 -7.996 3.723
H -1.418 -2.171 7.939
C 0.307 -7.765 2.725
N -8.082 -1.588 -0.168
H -0.361 1.986 -1.627
H 0.479 -8.623 2.070
H 7.422 3.321 2.115
H -4.546 16.172 0.209
C 5.384 -3.760 -6.224
H -0.544 3.133 -3.133
H 0.677 4.225 -1.000
C 2.098 -2.706 -0.372
C 6.371 3.613 2.200
H 12.036 -6.174 0.704
H -3.118 -2.698 7.980
C -6.919 4.002 0.861
H 2.409 -3.009 2.595
H 8.488 -3.282 -2.369
C 4.068 6.084 0.010
H -4.122 -2.870 4.040
C 3.897 -3.453 -6.152
H -2.609 -2.051 4.495
C -3.033 -2.893 3.942
O 5.697 -1.281 -2.094
H -2.657 -3.826 4.371
C 8.040 -3.952 -1.519
C -3.085 11.918 -0.343
C -8.407 -1.665 1.049
H -4.324 -7.126 -0.457
C -8.798 -1.757 2.514
H 13.216 -4.852 0.879
C -4.425 15.039 -1.619
```

Here are the Löwdin charges for atoms 1 to 99, given in e: number 1, H, carries 0.05; number 2, H, carries 0.06; number 3, C, carries -0.34; number 4, H, carries 0.18; number 5, N, carries 0.06; number 6, O, carries -0.03; number 7, H, carries 0.11; number 8, C, carries -0.07; number 9, N, carries 0.09; number 10, N, carries 0.11; number 11, C, carries -0.10; number 12, O, carries -0.18; number 13, C, carries -0.25; number 14, H, carries 0.07; number 15, C, carries -0.11; number 16, C, carries -0.21; number 17, H, carries 0.07; number 18, H, carries 0.07; number 19, H, carries 0.00; number 20, H, carries 0.08; number 21, C, carries -0.18; number 22, H, carries 0.08; number 23, H, carries 0.16; number 24, H, carries 0.07; number 25, C, carries -0.24; number 26, H, carries 0.03; number 27, H, carries 0.08; number 28, H, carries 0.13; number 29, H, carries 0.05; number 30, H, carries 0.03; number 31, C, carries -0.20; number 32, C, carries -0.15; number 33, H, carries 0.12; number 34, H, carries 0.13; number 35, C, carries -0.10; number 36, N, carries 0.10; number 37, C, carries -0.17; number 38, O, carries -0.04; number 39, H, carries 0.14; number 40, H, carries 0.08; number 41, H, carries 0.07; number 42, H, carries 0.02; number 43, C, carries -0.08; number 44, H, carries 0.07; number 45, H, carries 0.09; number 46, C, carries -0.08; number 47, H, carries 0.11; number 48, C, carries -0.19; number 49, C, carries -0.08; number 50, H, carries 0.07; number 51, H, carries 0.08; number 52, N, carries 0.11; number 53, N, carries 0.09; number 54, H, carries 0.08; number 55, C, carries -0.08; number 56, C, carries -0.11; number 57, H, carries 0.05; number 58, N, carries 0.08; number 59, C, carries -0.27; number 60, H, carries 0.08; number 61, N, carries 0.10; number 62, C, carries -0.17; number 63, H, carries 0.06; number 64, H, carries 0.05; number 65, C, carries -0.21; number 66, N, carries 0.11; number 67, H, carries 0.07; number 68, O, carries -0.13; number 69, H, carries 0.08; number 70, C, carries -0.21; number 71, N, carries 0.07; number 72, H, carries 0.08; number 73, H, carries 0.07; number 74, O, carries -0.21; number 75, H, carries 0.07; number 76, N, carries 0.09; number 77, H, carries 0.07; number 78, C, carries -0.16; number 79, H, carries 0.16; number 80, C, carries -0.18; number 81, N, carries 0.11; number 82, H, carries 0.08; number 83, H, carries 0.08; number 84, H, carries 0.08; number 85, C, carries -0.07; number 86, H, carries 0.00; number 87, N, carries 0.07; number 88, C, carries -0.15; number 89, O, carries -0.37; number 90, H, carries 0.08; number 91, N, carries 0.08; number 92, H, carries 0.10; number 93, C, carries -0.22; number 94, H, carries 0.03; number 95, C, carries -0.12; number 96, O, carries -0.10; number 97, O, carries -0.02; number 98, H, carries 0.08; number 99, H, carries 0.06